# 1
The following is a quantum chemistry calculation of C3H6BNO2 as an isolated structure, from the OMol25 dataset.

Computed properties:
charge	0

Structure (XYZ):
```
13
Properties=species:S:1:pos:R:3:forces:R:3:mulliken_charge:R:1
O 0.5565 1.6287 1.3465 -1.4 -2.8 -0.5 -0.5373
O 1.4781 1.2204 -0.7998 -0.7 -2.4 -1.3 -0.5366
N -2.4582 -0.2946 1.4878 -3.2 0.4 1.7 -0.4225
C -0.5166 -1.2268 -1.0200 -0.4 -2.0 -1.6 -1.1631
C -0.2588 -0.5219 0.2586 4.7 0.0 2.0 0.3434
C -1.4365 -0.2482 1.0222 2.4 -1.0 -1.1 0.0060
B 0.6923 0.8267 0.2116 -1.1 0.6 1.6 0.5920
H 2.0022 1.9845 -0.8285 0.9 1.5 0.4 0.2949
H 0.6663 -1.3298 1.0067 -3.1 2.3 -1.9 0.1994
H -1.0063 -0.6183 -1.8272 1.0 -0.2 0.7 0.2884
H -1.2464 -2.0698 -0.9276 0.6 0.6 0.4 0.3795
H 1.0794 2.3837 1.3758 1.4 2.0 0.0 0.2655
H 0.4480 -1.7346 -1.3061 -1.0 0.9 -0.4 0.2907
```
Forces are in eV/Å.



# 2
The following is a quantum chemistry calculation of C3H6Br2O as an isolated structure, from the OMol25 dataset.

Computed properties:
charge	0

Structure (XYZ):
```
12
Properties=species:S:1:pos:R:3:forces:R:3:mulliken_charge:R:1
Br -3.2076 -1.1172 -0.7403 0.0 0.1 -0.4 -0.0255
Br -2.3141 1.6914 -1.8486 -0.4 -0.1 -0.3 0.0039
O 0.2633 0.2529 -1.0768 -1.4 1.5 3.0 -0.4017
C 0.8401 0.1309 1.3245 0.8 3.2 -1.0 -0.9881
C -2.3769 0.5350 -0.3978 0.2 0.1 0.7 -0.0313
C 0.8865 -0.4886 -0.0513 0.7 -1.7 0.3 -0.3291
H -0.0625 0.5129 1.7965 -0.4 -0.4 -0.6 0.3347
H 0.5197 -0.1613 -1.8430 0.8 -1.3 -3.0 0.2658
H 1.3817 -0.3944 2.0630 0.6 -1.1 0.6 0.3522
H 0.6132 -1.5904 -0.0990 -0.1 1.2 0.2 0.2954
H 1.9511 -0.4280 -0.2674 0.3 -0.6 -0.1 0.3052
H 1.5055 1.0566 1.1402 -1.1 -0.9 0.7 0.2184
```
Forces are in eV/Å.



# 3
The following is a quantum chemistry calculation of C3H6Br3OP as an isolated structure, from the OMol25 dataset.

Computed properties:
charge	0

Structure (XYZ):
```
14
Properties=species:S:1:pos:R:3:forces:R:3:mulliken_charge:R:1
Br -0.7789 -2.2966 0.1055 0.0 0.3 0.1 -0.0592
Br 2.2302 1.2386 -1.2870 0.2 0.3 0.0 -0.1945
Br 3.0655 -1.3281 0.8182 0.1 0.0 0.4 -0.1609
P 1.6538 -0.8503 -0.7958 -0.9 -0.1 -1.4 0.3296
O -1.4846 0.0605 -2.0044 0.9 -0.4 0.7 -0.4870
C 0.2331 0.0637 1.4360 -0.3 0.0 0.1 -1.4407
C -0.0257 -0.4577 0.0278 0.3 -0.4 0.1 0.4073
C -1.0438 0.4519 -0.7013 -0.2 0.4 0.1 -0.6690
H 0.8593 0.9575 1.3844 0.0 0.0 0.0 0.3493
H 0.7566 -0.6851 2.0306 -0.1 0.1 -0.1 0.4427
H -2.2653 0.5757 -2.2184 0.0 0.0 0.0 0.3270
H -0.6856 0.3132 1.9593 -0.2 0.0 0.0 0.4305
H -1.9057 0.4926 -0.0146 0.2 0.0 -0.1 0.3926
H -0.6089 1.4642 -0.7404 0.0 -0.3 0.0 0.3323
```
Forces are in eV/Å.



# 4
The following is a quantum chemistry calculation of a 2-piece molecular cluster, C3H6BrClO overall, from the OMol25 dataset.

Computed properties:
charge	0
SMILES string	C/C(Cl)=C/O.Br

Structure (XYZ):
```
12
Properties=species:S:1:pos:R:3:forces:R:3:mulliken_charge:R:1
Br -1.3678 3.3718 1.5968 -0.4 0.0 -0.3 -0.1987
Cl 1.1335 -0.5695 1.3634 0.4 0.1 0.5 -0.2756
O 1.8783 0.6091 -1.4038 0.9 0.5 0.1 -0.5199
C 0.7683 -0.1092 -1.2087 -1.1 -1.0 -0.5 -0.0536
C -1.0336 -1.4417 -0.0604 1.6 -1.1 0.9 -1.0640
C 0.3029 -0.7348 -0.1456 -0.7 0.3 1.0 0.4610
H 0.0885 -0.3291 -2.0560 1.1 0.9 -0.1 0.2221
H -1.7954 -0.8921 0.4561 -0.6 0.9 -0.4 0.2817
H 2.4789 0.7417 -0.6252 -1.3 -0.6 -0.6 0.3196
H -0.2716 3.4562 2.4651 0.4 0.0 0.3 0.1936
H -1.2571 -1.8256 -1.0525 -0.6 0.0 0.1 0.3365
H -0.9249 -2.2768 0.6708 0.2 0.0 -0.9 0.2972
```
Forces are in eV/Å.



# 5
The following is a quantum chemistry calculation of C3H6BrIO as an isolated structure, from the OMol25 dataset.

Computed properties:
charge	0

Structure (XYZ):
```
12
Properties=species:S:1:pos:R:3:forces:R:3:mulliken_charge:R:1
I -2.6527 -1.0623 1.1892 -0.1 -0.2 0.0 0.0901
Br -0.6088 -2.1201 -1.3388 -0.5 0.8 0.2 -0.1374
O 1.3716 -0.9586 0.6662 -0.4 -0.3 0.9 -0.4947
C 0.6340 1.2214 -0.1965 1.3 -1.3 -1.3 -1.0944
C -1.1764 -0.5596 -0.2578 3.1 -2.2 2.9 -0.6326
C 0.3382 -0.0535 0.6166 -2.2 1.0 -1.6 0.0928
H 1.7678 1.4929 -0.0698 -2.4 0.2 -0.2 0.2810
H 0.0183 0.1931 1.6765 0.4 -0.6 -1.3 0.3865
H -0.1660 1.9115 0.0002 0.3 1.1 0.8 0.4031
H -1.6681 0.1535 -0.8398 -0.1 1.1 -1.2 0.4981
H 1.7862 -1.2472 -0.1541 -0.6 0.5 -0.4 0.3347
H 0.3559 1.0288 -1.2920 1.2 -0.1 1.1 0.2727
```
Forces are in eV/Å.



# 6
The following is a quantum chemistry calculation of an isolated ion of composition C3H6BrN2O and charge +1, from the OMol25 dataset.

Computed properties:
charge	+1
SMILES string	CN1C=[NH+]O[C@@H]1Br

Structure (XYZ):
```
13
Properties=species:S:1:pos:R:3:forces:R:3:mulliken_charge:R:1
Br -1.9251 -1.4941 -1.7300 0.3 -0.4 0.8 -0.1006
O -0.1874 -2.4327 0.4400 -1.1 0.0 0.0 -0.2130
N -0.1055 -0.2317 -0.0780 -0.2 -1.6 1.5 0.0965
N 1.0577 -2.0784 0.0637 0.7 3.6 -0.9 0.0305
C -0.9950 -1.3447 0.0866 -2.7 -1.1 0.4 -0.2020
C -0.6192 1.0837 -0.3242 0.7 1.8 -0.4 -0.7269
C 1.0873 -0.7399 -0.1186 2.6 0.8 -1.0 0.1070
H 1.9633 0.0037 -0.3980 -1.5 -2.4 0.7 0.3813
H -1.7134 0.9237 -0.4641 1.0 0.9 -0.2 0.3307
H -0.0249 1.5870 -1.1259 -1.2 -0.9 -0.4 0.3211
H 1.7819 -2.7411 0.1326 0.9 -0.8 0.1 0.2141
H -0.3234 1.8174 0.4412 -0.8 -0.7 0.7 0.3479
H -1.8219 -1.3796 0.8822 1.2 0.8 -1.4 0.4133
```
Forces are in eV/Å.



# 7
The following is a quantum chemistry calculation of one molecule with the formula C3H6BrN5, from the OMol25 dataset.

Computed properties:
charge	0
SMILES string	Cn1nnc(Br)c1NN

Structure (XYZ):
```
15
Properties=species:S:1:pos:R:3:forces:R:3:mulliken_charge:R:1
Br 4.2365 0.2706 0.0354 -0.1 0.1 0.0 -0.1495
N 0.6395 -1.5397 0.1174 0.2 3.1 -0.6 0.7458
N 2.6604 -2.0527 -0.0020 3.2 0.3 -0.1 -0.3219
N 1.5154 -2.5162 0.0768 -1.7 -3.0 -0.2 -0.7154
N 0.7323 0.8410 0.2992 -3.6 -0.2 0.2 -0.1068
N 1.3585 1.9233 -0.2634 1.0 1.2 0.0 -0.5441
C 2.6514 -0.6961 -0.0209 -0.9 -0.6 0.1 -0.2091
C -0.7838 -1.7150 -0.0655 0.6 -1.2 4.4 -0.9711
C 1.3241 -0.3533 0.0557 0.4 -0.5 0.4 0.6120
H -1.2442 -1.7201 1.0393 0.5 -0.2 -2.5 0.2793
H 0.8580 2.5050 -0.9088 -0.6 -0.3 -0.3 0.2034
H 1.7715 2.5035 0.4493 -0.1 0.1 0.1 0.2046
H -0.8344 -2.6820 -0.5188 -0.8 -0.5 -0.3 0.3530
H -0.3445 0.7706 0.3321 2.4 0.7 -0.1 0.2591
H -1.1946 -0.9278 -0.6149 -0.6 1.0 -1.1 0.3605
```
Forces are in eV/Å.



# 8
The following is a quantum chemistry calculation of one molecule with the formula C3H6BrO2P, from the OMol25 dataset.

Computed properties:
charge	0
SMILES string	COC(=O)P(C)Br

Structure (XYZ):
```
13
Properties=species:S:1:pos:R:3:forces:R:3:mulliken_charge:R:1
Br -3.0846 -0.1597 0.3557 -1.1 -0.4 -0.3 -0.1878
P -1.3934 -0.7624 -0.9076 0.6 -1.0 1.1 0.0993
O 0.9485 0.5605 -0.5271 -0.8 -0.3 -0.1 -0.2894
O -0.7740 1.2776 0.7613 1.6 -1.1 -1.1 -0.5091
C 1.7160 1.7521 -0.2820 -1.3 0.9 2.5 -0.6397
C -0.3067 0.4819 -0.0472 -0.4 2.5 1.1 0.6731
C -0.8006 -2.2303 0.2762 1.7 3.1 -2.4 -1.0056
H 2.2880 1.8154 -1.1380 1.6 0.3 -1.5 0.2742
H -0.9527 -1.7245 1.2261 -0.1 -1.1 0.3 0.4255
H 2.3216 1.6117 0.6483 -0.4 0.2 -0.9 0.2540
H -1.3532 -3.0158 -0.1537 -0.8 -1.3 0.6 0.3410
H 1.1083 2.7183 -0.1791 0.5 -1.7 -0.1 0.2940
H 0.2829 -2.3247 -0.0328 -1.0 -0.1 0.7 0.2705
```
Forces are in eV/Å.



Asked for molecular weight across the records above, the calculation gives 98.90, 217.89, 328.77, 173.44, 264.89, 166.00, 192.02, 184.96 g/mol in order.
Asked for orbital gap across the records above, the calculation gives 10.65, 8.06, 9.62, 9.29, 9.65, 10.03, 8.71, 10.17 eV in order.
Asked for energy relative to the best compared isomer or geometry (same formula, charge and spin) across the records above, the calculation gives 1.146, 3.775, 0.788, 0.000, 1.065, 0.733, 0.000, 0.337 eV in order.